C81H191N14O17S2 | ωB97M-V/def2-TZVPD

Each line ends with the Mulliken charge.
CARTESIAN COORDINATES (ANGSTROEM)
1 N -1.4368 -2.1459 -0.9368  0.553
2 H -1.8693 -1.5093 -0.2710  -0.326
3 H -1.9327 -2.1713 -1.8486  0.473
4 H -1.3932 -3.0840 -0.5556  0.313
5 H -0.5212 -1.7676 -1.0741  -0.298
6 N 0.8018 1.7479 0.2204  2.416
7 H -0.2100 1.6031 0.1745  -0.688
8 H 0.9510 2.2854 -0.6612  -0.210
9 H 1.1781 0.8251 0.2160  -0.066
10 H 1.1297 2.2587 1.0950  -0.638
11 N -0.2645 -3.2633 4.5238  0.469
12 H -0.0643 -3.5535 5.4476  0.493
13 H -0.8892 -3.9366 4.0804  0.467
14 H 0.6665 -3.2408 3.9735  0.142
15 H -0.7215 -2.3216 4.3929  -0.801
16 N -3.3366 0.8971 -5.0876  -0.740
17 H -2.6982 1.7057 -5.1779  0.257
18 H -4.2789 1.1731 -5.2495  0.277
19 H -2.8272 0.5736 -3.6907  0.335
20 H -3.0044 0.2338 -5.7715  0.143
21 N -3.7082 1.4776 -0.4005  1.550
22 H -3.3072 1.0951 -1.2328  -0.062
23 H -4.7031 1.1647 -0.2780  0.567
24 H -3.7455 2.6150 -0.4168  -0.154
25 H -3.1630 1.2093 0.4294  -0.735
26 S -0.9452 0.8453 -2.7486  0.893
27 O -1.2529 2.1904 -2.1425  -1.359
28 O -2.3886 0.1102 -2.7431  -0.938
29 O -0.4474 0.9114 -4.1389  -0.584
30 O -0.0202 0.0595 -1.9364  -0.061
31 S -1.2280 -1.1150 1.9907  -1.117
32 O -1.2033 -2.5459 1.6404  1.419
33 O -2.0407 -0.3137 0.9795  -0.473
34 O -1.8727 -0.9668 3.3270  -0.036
35 O 0.1433 -0.5719 1.8853  0.493
36 C 2.1412 -3.1124 0.0042  -1.477
37 C 2.5901 -4.1545 1.0038  2.577
38 C 3.7413 -4.9097 0.5086  -1.431
39 C 5.0521 -4.1443 0.4995  -0.615
40 C 5.3304 -3.6726 1.9388  -1.225
41 C 4.1695 -2.8998 2.6698  1.741
42 N 2.8933 -3.6120 2.3443  -0.492
43 O 1.7797 -2.8050 2.7781  1.773
44 C 4.4038 -3.0742 4.1926  -1.679
45 C 4.2763 -1.4320 2.2207  -1.372
46 C 1.4232 -5.2033 1.3024  -1.765
47 H 2.9754 -2.5151 -0.3443  0.085
48 H 1.4342 -2.3680 0.3975  -0.423
49 H 1.8147 -3.6786 -0.8556  0.851
50 H 3.8646 -5.8401 1.0656  0.406
51 H 3.5444 -5.3113 -0.4968  0.476
52 H 5.0922 -3.2731 -0.1637  0.177
53 H 5.8954 -4.7164 0.1300  0.552
54 H 6.2079 -2.9790 2.0312  0.448
55 H 5.6156 -4.5664 2.5119  0.363
56 H 3.5686 -2.6812 4.7569  0.090
57 H 4.4207 -4.1123 4.4781  0.491
58 H 5.3817 -2.5496 4.4002  0.286
59 H 4.2294 -1.4007 1.1357  0.152
60 H 3.5903 -0.7418 2.7411  -0.021
61 H 5.3304 -1.1662 2.4428  0.438
62 H 0.4467 -4.7243 1.4006  -0.556
63 H 1.5628 -5.9234 2.1429  0.459
64 H 1.3243 -5.8220 0.4065  0.490
65 H 1.6606 -2.0310 2.1982  -1.117
66 C 7.3945 0.7366 3.8102  -1.389
67 C 6.9571 2.1851 4.0309  1.255
68 C 8.0934 3.2501 3.8211  -1.406
69 C 8.3477 3.5753 2.2898  -0.736
70 C 7.0379 4.0123 1.6669  -1.299
71 C 5.9305 2.9102 1.8046  2.351
72 N 5.7710 2.6519 3.3026  -0.449
73 O 4.7464 1.6977 3.5662  1.703
74 C 4.6365 3.5215 1.3481  -0.937
75 C 6.2032 1.6731 0.9959  -1.437
76 C 6.6605 2.2856 5.5442  -1.765
77 H 8.2399 0.6010 4.5247  0.481
78 H 7.6379 0.5979 2.7480  0.285
79 H 6.6769 0.0683 4.2524  0.063
80 H 7.6551 4.1461 4.3152  0.428
81 H 9.0318 2.9633 4.3171  0.440
82 H 8.6829 2.6643 1.7660  0.344
83 H 9.1810 4.2295 2.0801  0.472
84 H 7.1251 4.3352 0.6166  0.345
85 H 6.8044 4.9237 2.2701  0.394
86 H 4.5440 3.4839 0.2668  -0.533
87 H 3.7517 3.0112 1.6781  -0.608
88 H 4.5793 4.5511 1.6704  0.760
89 H 5.5323 0.8574 1.2992  0.175
90 H 5.9788 1.8319 -0.0347  -0.048
91 H 7.2382 1.3127 0.9835  0.471
92 H 5.9792 3.1860 5.7041  0.321
93 H 7.6297 2.4068 6.0682  0.445
94 H 6.1021 1.4205 5.8783  0.314
95 H 4.0347 2.2359 3.9366  -0.202
96 C 2.0970 5.8088 -1.6122  -1.933
97 C 2.7370 4.8199 -2.6110  2.045
98 C 4.1769 5.1870 -2.9032  -1.548
99 C 5.1133 4.1170 -3.4698  -1.085
100 C 5.0238 2.8735 -2.6025  -0.861
101 C 3.5420 2.3626 -2.4938  2.258
102 N 2.6727 3.4932 -1.9609  0.290
103 O 1.3082 3.0895 -1.9644  0.429
104 C 3.1198 1.8285 -3.8529  -0.626
105 C 3.4893 1.2092 -1.5777  -0.502
106 C 2.0023 4.9092 -3.9804  -1.972
107 H 2.4743 6.7661 -1.9442  0.609
108 H 2.5577 5.6226 -0.6395  0.174
109 H 1.0089 5.6312 -1.5875  0.294
110 H 4.0842 6.0359 -3.6046  0.491
111 H 4.7538 5.5792 -2.0670  0.388
112 H 6.0650 4.5712 -3.6106  0.533
113 H 4.9506 3.9014 -4.5649  0.387
114 H 5.3505 3.2729 -1.6219  -0.235
115 H 5.6167 2.0020 -2.9233  0.638
116 H 3.5178 0.7647 -3.9704  -0.613
117 H 2.0390 1.6620 -3.8277  0.079
118 H 3.4192 2.5055 -4.7138  0.187
119 H 4.2211 0.4842 -1.9496  0.941
120 H 3.7827 1.4900 -0.5512  -0.459
121 H 2.4952 0.7765 -1.6515  -1.179
122 H 1.6994 5.9182 -4.0586  0.626
123 H 1.1163 4.3008 -3.8971  0.114
124 H 2.5510 4.6563 -4.8602  0.386
125 H 1.1262 2.7828 -2.8300  -0.440
126 C -0.6761 2.8853 4.1115  -0.765
127 C 0.8632 3.0726 4.3518  1.228
128 C 1.0902 3.8377 5.7155  -1.645
129 C 0.8727 2.9610 6.9981  -0.484
130 C 1.7746 1.7036 6.8882  -1.261
131 C 1.6195 0.9135 5.5662  2.073
132 N 1.7440 1.8665 4.4498  0.181
133 O 1.6554 1.1327 3.2588  2.235
134 C 2.6653 -0.1756 5.3565  -0.771
135 C 0.2387 0.2082 5.6657  -0.996
136 C 1.4938 3.9772 3.2863  -0.604
137 H -1.0583 3.8406 3.7101  0.395
138 H -1.1753 2.5710 4.9839  0.018
139 H -0.8115 2.0904 3.3850  -0.540
140 H 2.1602 4.0975 5.6197  0.409
141 H 0.5023 4.7625 5.6421  0.431
142 H -0.1979 2.7075 6.9809  0.051
143 H 1.0540 3.5734 7.8674  0.577
144 H 1.6258 0.9803 7.7005  0.401
145 H 2.8138 2.0697 6.9453  0.338
146 H 2.8144 -0.7036 6.3192  0.698
147 H 2.3326 -0.8199 4.5315  -0.594
148 H 3.6298 0.2333 5.1547  -0.373
149 H 0.3534 -0.4751 6.4855  1.139
150 H -0.6386 0.8194 5.9139  -1.379
151 H -0.0816 -0.3740 4.7736  -0.119
152 H 0.9874 4.9766 3.3316  0.560
153 H 1.3974 3.6609 2.2233  -1.001
154 H 2.5773 4.1283 3.3511  0.182
155 H 0.8722 0.5888 3.3982  -0.931
156 C 2.1760 0.9864 -7.0633  -1.616
157 C 2.7465 -0.4645 -6.9466  1.547
158 C 4.2907 -0.2821 -6.9324  -0.853
159 C 5.0260 -1.5925 -6.6670  -0.830
160 C 4.5774 -2.0964 -5.2744  -1.190
161 C 2.9817 -2.3070 -5.1496  1.715
162 N 2.3230 -1.0879 -5.6203  0.130
163 O 0.9290 -1.3468 -5.6571  1.484
164 C 2.5947 -3.5488 -5.9454  -1.741
165 C 2.7902 -2.5733 -3.5944  -1.943
166 C 2.1992 -1.2445 -8.2235  -1.355
167 H 2.5584 1.7046 -6.3279  0.036
168 H 1.1462 0.8936 -6.9167  0.429
169 H 2.3357 1.3702 -8.1339  0.431
170 H 4.6408 0.1181 -7.9321  0.356
171 H 4.4695 0.4861 -6.2111  -0.078
172 H 6.1042 -1.4624 -6.6555  0.481
173 H 4.9473 -2.2894 -7.5158  0.414
174 H 4.8194 -1.4048 -4.4725  0.282
175 H 5.0860 -3.0644 -5.1274  0.430
176 H 1.5598 -3.5010 -6.1765  0.015
177 H 3.2258 -3.5280 -6.8330  0.360
178 H 2.7679 -4.5061 -5.4594  0.513
179 H 3.4434 -3.3276 -3.2621  0.793
180 H 2.8778 -1.6501 -3.0541  -0.061
181 H 1.7341 -2.8717 -3.5055  0.151
182 H 3.0062 -1.8741 -8.5630  0.278
183 H 1.9825 -0.5339 -9.0048  0.694
184 H 1.3620 -1.8405 -7.8724  -0.230
185 H 0.6220 -0.7207 -5.0201  -0.468
186 C -5.3355 0.9952 2.3576  -0.924
187 C -5.5743 1.1896 3.8588  1.573
188 C -6.8023 0.2787 4.2986  -0.974
189 C -7.0019 0.3375 5.8166  -0.662
190 C -5.7449 -0.3418 6.3775  -0.936
191 C -4.4418 0.4841 6.0891  1.786
192 N -4.4227 0.6406 4.6096  0.055
193 O -3.2374 1.3111 4.2049  1.965
194 C -4.4771 1.7492 6.8925  -1.842
195 C -3.2473 -0.3555 6.5746  -1.694
196 C -5.9180 2.6735 4.1506  -1.290
197 H -4.9399 0.0088 2.1934  0.252
198 H -4.6394 1.6920 1.8921  -0.920
199 H -6.2869 1.2170 1.8111  0.614
200 H -7.6887 0.5434 3.7234  0.488
201 H -6.6288 -0.8136 4.1418  -0.106
202 H -7.8849 -0.2356 6.1380  0.436
203 H -6.9510 1.3510 6.1184  0.396
204 H -5.6725 -1.3323 5.8836  -0.140
205 H -5.7998 -0.4836 7.4757  0.470
206 H -5.3993 2.3054 6.9402  0.310
207 H -4.1126 1.5245 7.9222  0.489
208 H -3.7537 2.4825 6.5488  0.139
209 H -3.3026 -0.5657 7.6962  0.496
210 H -3.1552 -1.2821 5.9918  -0.207
211 H -2.3456 0.2108 6.4808  0.458
212 H -6.1446 2.8715 5.1724  0.348
213 H -6.7177 3.1013 3.5769  0.528
214 H -5.0479 3.2546 3.8161  -0.150
215 H -2.7167 0.5789 3.8413  -0.513
216 C -2.3408 6.3428 0.1894  -1.765
217 C -2.7805 4.9175 0.5075  2.592
218 C -3.6982 4.7481 1.7902  -0.464
219 C -5.0003 5.5490 1.7008  -1.321
220 C -5.7564 4.9344 0.5136  -1.666
221 C -4.8902 4.8774 -0.7757  1.837
222 N -3.5402 4.3082 -0.6061  1.119
223 O -2.8412 4.3630 -1.8436  -0.628
224 C -5.8257 3.9328 -1.6251  -1.880
225 C -4.8467 6.2719 -1.5080  -1.790
226 C -1.4896 4.0647 0.7135  -0.731
227 H -1.5267 6.6584 0.8444  0.317
228 H -3.1589 7.0362 0.1446  0.450
229 H -1.9072 6.3624 -0.8374  0.336
230 H -3.8746 3.6655 1.7876  -0.593
231 H -3.0981 4.9464 2.6952  0.535
232 H -4.8782 6.6127 1.5931  0.528
233 H -5.5377 5.5320 2.6432  0.535
234 H -6.6831 5.4780 0.3259  0.486
235 H -5.9120 3.9120 0.8006  0.452
236 H -6.8108 4.3103 -1.4438  0.571
237 H -5.6270 3.9385 -2.7297  0.367
238 H -5.7720 2.8904 -1.3127  0.268
239 H -3.9480 6.4786 -2.0910  0.202
240 H -5.6831 6.3975 -2.2258  0.520
241 H -5.0869 7.0739 -0.8046  0.358
242 H -1.6545 3.0391 1.0211  -0.714
243 H -1.0114 4.5776 1.5471  0.613
244 H -0.7903 4.0226 -0.1376  -0.448
245 H -2.2926 3.5424 -1.8922  0.282
246 C -1.6279 -1.2507 -8.9271  -1.678
247 C -2.5809 -2.4153 -8.4622  1.308
248 C -2.4749 -3.5785 -9.5151  -1.209
249 C -3.2017 -4.8501 -8.9707  -0.612
250 C -2.4811 -5.3008 -7.7514  -1.381
251 C -2.5549 -4.2288 -6.5978  1.481
252 N -2.0841 -2.9564 -7.1682  0.164
253 O -2.1138 -1.8824 -6.1830  0.741
254 C -4.0257 -4.1185 -6.0459  -1.656
255 C -1.6946 -4.6036 -5.3933  -1.679
256 C -3.9904 -1.8099 -8.3934  -1.581
257 H -0.6097 -1.6587 -8.8888  0.234
258 H -1.7618 -0.3591 -8.2904  0.199
259 H -1.9195 -0.9643 -9.9291  0.566
260 H -2.8136 -3.2698 -10.5050  0.443
261 H -1.4448 -3.8173 -9.6036  0.367
262 H -3.2417 -5.5354 -9.8046  0.424
263 H -4.2146 -4.6328 -8.7014  0.271
264 H -1.4603 -5.5945 -7.9820  0.338
265 H -2.8599 -6.1982 -7.2811  0.453
266 H -3.9825 -3.1608 -5.5482  0.267
267 H -4.7816 -4.0106 -6.7831  0.302
268 H -4.2353 -4.8611 -5.3224  0.507
269 H -1.6310 -3.7012 -4.8343  0.239
270 H -2.0917 -5.3722 -4.7144  0.499
271 H -0.6878 -4.8923 -5.7411  0.275
272 H -4.7508 -2.6015 -8.3706  0.278
273 H -4.1111 -1.1522 -9.2240  0.582
274 H -4.1227 -1.1980 -7.4907  0.066
275 H -1.1505 -1.6983 -6.1028  0.045
276 C -1.9161 -7.0821 1.7188  -2.029
277 C -3.2211 -6.2937 1.6424  1.892
278 C -4.3829 -7.3186 1.7365  -1.159
279 C -5.6804 -6.6046 1.9330  -0.592
280 C -5.7003 -5.7984 3.2516  -1.121
281 C -4.6139 -4.7282 3.1213  1.990
282 N -3.3620 -5.4778 2.9082  -0.147
283 O -2.2355 -4.5693 3.1017  -0.467
284 C -4.9157 -3.6189 2.0893  -1.592
285 C -4.4197 -4.0322 4.4416  -2.067
286 C -3.1615 -5.5057 0.3320  -1.914
287 H -1.8580 -7.7955 0.9188  0.525
288 H -1.8264 -7.6268 2.6083  0.564
289 H -1.0176 -6.4490 1.5824  0.056
290 H -4.4414 -7.8288 0.7241  0.322
291 H -4.0644 -7.9914 2.5163  0.395
292 H -6.5269 -7.2764 1.8219  0.419
293 H -5.7322 -5.9427 1.0255  0.286
294 H -5.3998 -6.4073 4.1121  0.420
295 H -6.6887 -5.3728 3.4822  0.374
296 H -4.1323 -2.8491 2.0482  0.001
297 H -5.2150 -3.9207 1.1115  0.506
298 H -5.7320 -3.0238 2.5399  0.362
299 H -3.7482 -3.1372 4.4236  0.037
300 H -5.3872 -3.7135 4.8451  0.516
301 H -3.9584 -4.7590 5.1188  0.518
302 H -2.8404 -6.1367 -0.4727  0.671
303 H -2.3902 -4.6854 0.5234  0.183
304 H -4.1033 -5.0133 0.0076  0.266
305 H -2.2489 -3.8958 2.4107  -0.213

Atomic forces in eV per Å
-0.817 -1.308 -1.868
-0.740 0.762 0.715
0.405 0.373 0.649
0.077 0.004 0.365
1.001 0.363 -0.390
-0.724 1.254 1.319
-0.038 -0.060 0.731
0.817 -0.001 -0.172
0.566 -0.834 -0.039
-0.746 -0.967 -1.223
1.044 1.025 -1.922
-0.070 0.097 1.350
-0.441 -0.459 -0.275
-1.059 0.165 0.164
0.228 -0.704 0.446
1.885 0.918 0.999
-0.671 -0.312 -0.176
-0.654 0.187 -0.240
-0.315 -1.419 0.506
-0.144 -0.581 -0.140
-1.990 1.913 1.328
0.560 -0.445 -0.883
1.356 0.094 -0.096
0.403 -0.930 -0.249
0.065 -0.607 -0.182
0.205 0.994 -0.201
0.569 -1.914 -0.720
0.959 1.326 -1.338
-1.080 0.217 1.149
-0.713 0.021 0.359
-0.968 1.312 -0.268
-0.150 -0.241 -0.208
0.121 -0.881 0.339
1.022 -0.071 -0.421
0.142 -0.251 0.689
0.311 0.428 -0.049
-2.257 -0.262 2.236
1.770 -1.436 -1.405
0.334 1.203 0.691
0.594 0.237 0.550
0.187 -1.324 -0.540
0.221 0.807 0.624
0.636 -0.444 0.130
0.601 1.055 -0.871
0.565 -0.423 0.599
0.084 0.129 -0.937
0.388 0.029 -0.094
-0.337 -0.621 -0.285
-0.685 0.219 -0.424
0.130 0.131 0.485
-0.237 0.384 0.007
-0.626 0.005 -0.089
0.029 -0.542 0.162
-0.554 -0.722 -0.388
-0.273 0.174 0.079
0.062 0.656 0.150
0.454 -0.514 -0.198
-1.091 -0.588 0.334
-0.414 0.314 -0.174
0.307 -0.192 -0.491
-0.714 0.327 0.146
0.135 0.263 0.282
0.378 0.925 -0.430
0.016 -0.115 -0.125
-0.117 0.057 0.113
1.032 0.894 0.342
0.721 0.674 1.040
-0.596 0.377 -1.552
-0.082 -1.794 0.422
-0.024 0.375 0.739
0.290 0.659 1.521
0.587 0.376 -0.638
0.087 0.093 -0.492
-0.384 0.340 -0.589
0.353 -1.082 -0.073
-0.760 1.428 -0.236
0.036 -0.002 -1.022
0.130 -0.679 0.715
-0.734 -0.425 -0.608
0.664 -0.242 -0.327
-0.431 -0.045 -0.048
-0.076 -0.116 0.365
0.017 0.726 0.399
0.018 -0.283 0.243
-0.667 -0.582 -0.606
0.195 0.301 -0.213
-0.328 -0.522 0.528
-0.143 0.355 0.121
0.255 0.156 0.181
-0.183 0.376 -0.857
-0.221 0.110 0.322
1.079 -0.940 0.028
-0.763 -0.155 0.046
0.074 -0.241 0.287
-0.301 -0.182 0.055
0.808 -1.010 -0.505
0.109 -0.620 -0.387
0.932 0.796 -0.430
-1.277 -0.492 -2.276
-0.616 0.716 0.569
0.898 1.826 -0.998
0.906 -0.767 -0.198
0.802 0.651 1.498
0.285 -0.413 -0.838
0.352 -0.538 1.160
-0.257 -0.693 1.597
-0.784 0.688 0.039
-0.255 -0.044 0.072
0.435 0.642 0.033
0.361 -0.248 0.202
-0.482 0.121 0.631
1.219 0.143 0.801
-0.638 -0.072 0.914
-0.022 -0.874 -0.115
0.067 0.528 0.120
-0.296 1.552 -0.220
-0.037 -0.001 -0.546
-0.468 -1.048 1.092
-0.183 -0.126 0.239
-0.400 -0.238 -0.276
-0.062 -0.360 0.349
-0.502 1.159 -0.345
-0.532 -0.008 -0.473
0.618 -0.399 -0.379
-0.767 -0.622 -1.627
2.084 0.259 -1.175
0.260 0.250 1.400
0.815 -0.816 -0.731
-0.530 -0.022 -2.135
0.596 0.453 -0.082
-1.338 0.869 0.323
0.101 0.744 0.125
-0.059 0.198 -0.362
-0.501 -0.135 1.079
-0.409 -0.055 -0.710
-0.572 0.821 -1.092
-0.099 -0.550 0.320
-0.713 0.016 1.000
-0.257 -0.028 -0.414
-0.316 0.231 0.536
0.048 -0.247 0.470
0.234 -0.165 0.375
0.231 -0.077 0.393
-0.025 0.347 0.016
-0.154 -0.242 0.051
-0.412 -0.210 -0.547
0.351 -0.067 0.512
0.666 0.431 -0.547
-0.088 -0.656 0.422
0.623 0.199 -0.123
0.428 0.355 0.386
0.494 -0.683 -0.026
-0.403 -0.093 0.649
-0.212 -0.073 0.651
-0.342 -0.451 -0.845
1.216 -0.308 -1.071
0.085 0.528 -0.657
-0.278 -0.895 -2.000
0.046 0.633 0.864
-1.319 -0.867 -1.272
2.757 -0.806 0.959
0.802 0.595 -0.524
0.009 -0.414 -0.468
0.902 0.225 -0.119
-2.414 1.284 -2.496
1.193 0.308 1.991
0.070 -0.370 -0.322
-1.904 0.171 0.149
-0.044 -0.473 1.657
-0.678 -0.217 0.935
0.572 0.318 0.706
0.278 0.430 0.249
-0.704 -0.096 0.488
0.509 0.220 -0.104
-0.415 0.266 0.478
-0.933 -0.059 -0.510
-0.422 -0.284 -0.356
0.215 0.104 0.402
0.801 -0.919 0.424
0.370 0.491 0.418
0.270 -0.241 0.382
0.048 -0.524 -0.294
-0.434 0.022 -0.199
-0.187 0.035 -0.546
-0.745 0.933 0.835
-0.764 0.762 -0.184
-1.344 -0.750 0.892
0.406 -0.353 0.010
1.067 -1.295 -0.649
0.310 -0.032 0.408
-1.605 -1.165 -0.335
0.347 -0.192 -0.182
-0.227 0.373 0.215
1.258 0.886 1.264
-0.394 -0.299 0.767
1.414 -0.147 -0.879
-0.114 -0.626 -0.285
0.294 0.224 0.679
0.440 -0.651 0.421
-0.055 0.257 0.012
0.230 0.811 -0.661
0.096 0.640 -0.069
-0.885 0.900 0.683
0.233 0.346 0.461
-0.039 0.001 -0.512
-0.458 -0.232 0.145
-0.643 0.148 -0.486
0.322 0.016 -0.435
-0.355 0.049 -1.520
-0.043 0.165 0.227
0.580 0.315 -0.305
0.084 0.171 0.646
-0.769 -0.328 -0.557
0.036 0.022 0.529
0.275 -0.215 -0.170
0.759 -0.302 -0.999
0.617 -0.610 0.244
1.284 0.485 -0.704
0.234 -0.685 -0.170
1.772 1.059 1.002
-1.659 0.442 -2.087
-0.863 -1.071 0.658
-0.152 0.059 0.232
1.648 0.215 -1.292
-1.270 0.080 -0.012
-0.139 0.847 0.145
-0.344 0.160 0.217
-0.187 0.417 0.467
-0.202 -0.174 0.639
-0.387 0.138 0.364
-0.212 0.136 -0.375
0.632 0.518 -0.475
-0.362 -0.652 0.121
0.025 -0.297 -0.230
-0.712 -0.640 0.105
-0.679 -0.063 -0.220
-0.023 0.184 0.967
-0.094 0.003 0.235
0.008 -0.168 0.414
0.312 -0.584 0.230
0.601 0.056 0.091
-0.484 -0.272 0.214
0.451 -0.265 0.005
-0.434 0.433 0.083
-0.316 0.359 0.006
-0.486 -1.066 0.983
0.304 0.370 -0.540
-1.393 0.289 1.608
0.560 1.235 -1.166
0.504 -0.004 1.612
-1.522 -0.793 -0.747
0.836 0.568 -0.141
0.722 -0.475 -0.391
1.848 1.323 -0.397
0.722 -0.364 -0.789
0.016 -0.875 0.942
-0.133 0.548 -0.120
0.315 -0.425 -0.120
0.147 -0.031 -0.339
-0.283 0.134 0.177
1.133 -0.249 -0.150
0.087 -0.701 0.086
-0.753 0.236 -0.090
0.436 0.460 -0.020
-0.622 -0.386 -0.098
-0.339 0.336 0.545
-0.650 -0.327 -0.689
-0.360 -0.932 0.514
0.368 0.701 0.767
-0.105 0.046 -0.622
-0.277 0.108 0.303
0.006 0.430 -0.216
-0.408 0.295 -0.770
0.161 -0.212 -0.114
-0.697 -0.068 0.015
0.660 1.304 -0.994
0.106 -0.114 0.763
0.932 0.347 -1.877
-0.706 0.533 -0.218
0.140 0.029 -0.906
0.531 0.756 -0.278
1.042 -0.090 -0.618
-0.729 -1.338 -0.336
-0.524 0.950 1.342
0.307 0.661 1.180
-0.046 1.927 0.662
-0.251 -0.437 -0.583
0.086 -0.624 1.529
-0.532 -0.124 0.292
0.291 0.148 1.250
-0.433 -0.531 0.270
-0.117 -0.162 0.251
-0.405 -0.207 0.995
-0.176 -0.196 -0.235
0.339 0.063 -0.240
0.285 -0.463 -0.183
-0.170 -0.200 -0.523
-0.048 -0.333 -0.336
-0.621 -0.684 -0.280
0.104 -0.056 0.011
-0.198 0.161 0.169
0.367 -0.361 -0.395
-0.839 -0.918 -0.589
0.635 -0.415 0.313
0.084 0.497 -0.381

Summary:
Frontier orbital gap (eV): 8.135
Energy relative to the best compared isomer or geometry (same formula, charge and spin) (kJ/mol): 0.0
Calculated total energy (hartree): -6042.4324
Total charge: +1